Entry from the Open Molecules 2025 dataset: a cluster of 9 separate species, C14H42B2F8O14 in total in a non-equilibrium geometry (the ωB97M-V functional and the def2-TZVPD basis).

The geometry in XYZ format:
```
80
Properties=species:S:1:pos:R:3:mulliken_spin:R:1
F 11.08 28.81 28.94 0.138
F 12.02 28.38 30.93 0.004
F 10.14 27.57 30.34 0.042
F 9.81 30.52 27.36 0.021
F 11.31 30.11 25.88 0.002
F 9.21 29.66 25.53 -0.001
F 10.34 29.74 30.88 0.015
F 9.92 31.80 25.48 -0.003
O 10.32 35.79 25.25 0.000
O 13.11 31.88 21.05 0.000
O 10.16 35.05 22.25 0.000
O 7.36 28.17 24.06 0.000
O 11.46 30.99 23.01 0.000
O 11.44 33.23 28.40 0.008
O 9.42 26.73 25.10 0.000
O 7.66 30.18 29.68 0.193
O 7.00 30.27 26.99 0.452
O 13.64 28.98 26.98 0.000
O 10.51 35.73 30.16 0.001
O 16.21 30.31 27.66 0.000
O 7.08 31.99 24.86 0.002
O 4.89 29.94 23.64 0.000
C 10.11 33.48 28.84 0.000
C 7.16 26.74 24.34 0.000
C 9.12 35.28 23.19 0.000
C 15.87 30.02 26.24 0.000
C 6.67 31.42 27.73 0.083
C 9.59 34.75 24.55 0.000
C 5.20 31.30 23.44 0.000
C 14.31 29.96 26.23 0.000
C 6.73 31.59 23.49 -0.002
C 8.47 26.01 24.21 0.000
C 13.52 31.86 22.40 0.000
C 9.90 35.02 29.07 0.002
C 12.28 32.04 23.33 0.000
C 6.48 30.98 29.20 0.034
B 10.04 30.54 26.04 0.006
B 10.88 28.62 30.30 -0.009
H 8.80 26.04 23.17 0.000
H 10.70 31.06 23.59 0.000
H 5.47 29.43 23.07 0.000
H 8.05 30.75 30.35 -0.005
H 12.99 28.68 26.34 0.000
H 12.60 31.07 21.05 0.000
H 10.18 27.00 24.58 0.000
H 7.53 32.10 27.71 0.022
H 11.84 33.03 23.31 0.000
H 12.51 32.00 24.40 0.000
H 6.88 32.31 22.68 0.000
H 10.87 35.69 22.30 0.000
H 16.20 30.94 25.74 0.000
H 8.82 36.32 23.26 0.000
H 9.46 33.16 28.03 0.004
H 13.82 29.87 25.26 0.000
H 5.72 30.23 29.37 0.009
H 11.56 33.72 27.58 0.000
H 6.62 26.54 25.27 0.000
H 10.15 33.84 24.37 0.000
H 6.25 31.80 29.89 0.000
H 8.82 35.16 29.11 0.000
H 7.31 30.74 23.14 0.000
H 6.60 26.21 23.57 0.000
H 14.12 32.77 22.45 0.000
H 4.85 31.53 22.44 0.000
H 11.05 36.13 24.73 0.000
H 4.68 32.01 24.08 0.000
H 5.92 32.12 27.35 0.010
H 9.81 32.79 29.63 -0.004
H 8.20 28.31 23.64 0.000
H 16.32 29.05 26.03 0.000
H 6.75 30.47 26.09 -0.022
H 10.95 36.49 29.77 0.000
H 13.99 30.95 26.58 0.000
H 8.41 24.96 24.52 0.000
H 17.15 30.49 27.68 0.000
H 8.22 34.73 22.91 0.000
H 8.82 34.40 25.23 -0.001
H 8.00 32.25 24.95 -0.002
H 10.10 35.73 28.27 0.000
H 14.00 30.91 22.61 0.000
```

The value obtained for the HOMO-LUMO gap (spin up / spin down) is 8.492 / 3.089 eV. For the molar mass, the calculation gives 608.1 g mol⁻¹. The total energy comes out at -66959.6760 eV. The net charge is -1. The spin multiplicity is 2.

Entry from the Open Molecules 2025 dataset: a cluster of 8 separate species, C14H42BF4O14 in total in a non-equilibrium geometry (the ωB97M-V functional and the def2-TZVPD basis).

The geometry in XYZ format:
```
75
Properties=species:S:1:pos:R:3:mulliken_charge:R:1
F 0.46 1.32 -0.36 -0.265
F -1.00 1.29 1.39 -0.307
F 0.82 -0.15 1.36 -0.215
F -0.90 -0.47 -0.07 -0.234
O -2.97 -0.84 1.77 -0.497
O 3.17 -0.34 -5.99 -0.565
O 3.72 -1.02 0.73 -0.607
O 1.04 0.55 5.02 -0.616
O 1.77 2.21 2.80 -0.600
O 0.71 -2.38 4.96 -0.528
O -0.46 -3.62 -4.55 -0.518
O -0.85 3.94 -1.00 -0.557
O -5.69 -1.80 2.57 -0.542
O -1.70 -1.39 -3.38 -0.609
O 1.29 0.27 -3.88 -0.336
O -1.44 1.32 -2.40 -0.306
O -1.10 3.51 3.11 -0.589
O 3.47 -3.73 -0.83 -0.568
C 2.21 1.21 -4.40 -0.480
C -0.16 -0.13 4.65 0.402
C -1.68 2.62 -2.93 -0.443
C 2.67 -3.14 0.19 0.296
C 3.47 0.49 -4.88 -0.479
C 0.17 3.87 3.65 -0.297
C -0.75 -2.15 -2.63 0.258
C -0.33 -1.49 5.32 -0.664
C -0.74 -3.58 -3.14 -0.535
C -3.94 -1.39 0.89 0.005
C 1.29 3.56 2.66 -0.163
C -0.73 3.69 -2.37 -0.532
C 3.48 -2.33 1.22 -0.193
C -5.36 -1.14 1.37 -0.670
B -0.16 0.51 0.59 0.628
H 1.48 0.87 4.22 0.434
H 0.68 0.71 -3.28 0.164
H -5.96 -1.67 0.62 0.283
H -1.48 2.56 -4.00 0.408
H 0.21 -1.64 -2.68 0.121
H -0.42 -1.36 6.40 0.321
H -5.72 -0.12 1.39 0.341
H 3.37 -3.12 -1.57 0.318
H -0.10 -0.34 3.57 -0.276
H 4.48 -2.78 1.27 0.364
H 1.72 1.71 -5.24 0.351
H 1.49 -2.09 5.43 0.315
H 2.06 -3.90 0.70 0.327
H 1.44 1.71 2.04 0.190
H 0.10 -2.87 -4.75 0.301
H 2.12 4.22 2.94 0.347
H -0.05 -4.22 -2.59 0.275
H -1.64 -0.52 -2.94 0.436
H -2.68 2.90 -2.58 0.285
H -0.52 3.19 -0.48 0.299
H 3.90 -0.11 -4.07 0.248
H -3.79 -2.47 0.85 0.218
H -0.80 4.60 -2.95 0.426
H 1.06 3.70 1.61 0.086
H -3.68 -0.93 -0.07 0.176
H 2.90 -0.63 0.42 0.261
H -1.12 -2.29 -1.60 -0.034
H 0.37 3.25 4.53 0.164
H -1.26 -1.99 5.06 0.314
H -0.97 0.61 4.69 0.266
H -1.18 2.55 3.09 0.254
H 2.58 2.08 -3.85 0.370
H 2.94 -2.33 2.17 0.135
H -2.09 -0.76 1.36 0.230
H 0.24 3.24 -2.64 0.190
H 4.19 1.28 -5.10 0.347
H 0.11 4.91 3.96 0.397
H -1.78 -3.90 -3.06 0.326
H -5.16 -1.53 3.32 0.320
H 1.89 -2.50 -0.23 -0.405
H -1.00 1.42 -1.53 0.092
H 2.28 -0.67 -5.85 0.341
```

The value obtained for the HOMO-LUMO gap is 9.944 eV. For the molar mass, the calculation gives 521.3 g mol⁻¹. The total energy comes out at -55416.4323 eV. The net charge is -1. As for the energy above the lowest of the compared OMol25 structures with the same formula, charge and spin: 0.000 eV.

Entry from the Open Molecules 2025 dataset: a cluster of 8 separate species, C14H42BF4O7 in total in a non-equilibrium geometry (the ωB97M-V functional and the def2-TZVPD basis).

The geometry in XYZ format:
```
68
Properties=species:S:1:pos:R:3:mulliken_charge:R:1
F 49.63 -86.29 34.00 -0.154
F 48.19 -87.15 32.41 -0.007
F 47.93 -85.02 33.19 -0.387
F 49.79 -85.58 31.90 -0.525
O 51.63 -87.77 31.51 -0.397
O 45.81 -85.25 31.38 -0.401
O 46.39 -88.79 35.23 -0.616
O 51.89 -85.82 35.29 -0.578
O 49.94 -87.76 29.09 -0.504
O 46.29 -89.02 32.07 -0.439
O 50.65 -90.42 31.67 -0.570
C 48.00 -87.36 27.86 -1.803
C 44.97 -88.54 31.92 -0.007
C 46.14 -87.41 35.62 0.566
C 48.81 -87.00 29.09 0.534
C 43.50 -84.37 31.41 -1.053
C 49.47 -90.46 30.87 0.616
C 53.77 -88.71 31.68 -1.197
C 47.11 -86.94 36.59 -1.258
C 52.74 -87.90 32.37 0.108
C 48.75 -91.78 31.04 -1.410
C 44.04 -89.68 32.32 -1.258
C 53.84 -84.40 35.52 -1.119
C 52.42 -84.49 34.90 -0.135
C 44.91 -84.37 32.00 -0.182
B 48.89 -85.99 32.85 -0.036
H 46.36 -86.68 34.86 -0.219
H 42.95 -85.36 31.62 0.216
H 45.51 -83.37 32.06 0.331
H 48.43 -87.05 26.94 0.473
H 46.80 -86.05 37.20 0.314
H 48.93 -85.97 28.99 0.315
H 53.59 -84.43 36.64 0.233
H 53.29 -89.63 31.39 0.318
H 50.49 -87.52 29.83 0.325
H 54.28 -83.42 35.21 0.338
H 53.28 -86.96 32.68 0.184
H 43.68 -84.02 30.20 0.198
H 51.88 -83.62 35.18 0.342
H 47.94 -88.33 27.71 0.516
H 47.15 -86.67 27.69 0.340
H 49.14 -92.31 30.29 0.485
H 44.85 -87.59 32.51 0.069
H 44.93 -88.28 30.90 0.458
H 54.02 -88.13 30.71 0.233
H 52.29 -88.39 33.45 0.221
H 54.45 -85.21 35.20 0.303
H 42.83 -83.58 31.78 0.369
H 44.33 -90.03 33.22 0.401
H 51.05 -86.18 34.60 0.418
H 52.41 -84.50 33.81 0.239
H 49.79 -90.41 29.82 0.216
H 46.20 -88.73 34.26 0.243
H 44.73 -84.60 33.20 0.154
H 42.94 -89.38 32.40 0.283
H 51.11 -89.69 31.46 0.258
H 46.63 -85.23 31.96 0.359
H 47.08 -88.39 32.07 0.410
H 48.18 -86.87 36.27 0.105
H 48.68 -92.26 32.03 0.308
H 44.12 -90.68 31.80 0.310
H 48.68 -89.51 31.02 -0.224
H 47.18 -87.64 37.34 0.448
H 45.00 -87.26 35.68 0.294
H 54.81 -88.81 32.06 0.361
H 51.17 -87.02 31.93 0.130
H 47.65 -91.56 30.84 0.223
H 48.14 -87.05 29.95 -0.090
```

The value obtained for the HOMO-LUMO gap is 9.833 eV. For the molar mass, the calculation gives 409.3 g mol⁻¹. The total energy comes out at -41080.5212 eV. The net charge is -1. As for the energy above the lowest of the compared OMol25 structures with the same formula, charge and spin: 5.047 eV.

Entry from the Open Molecules 2025 dataset: a structure of composition C14H42ClNiO11 in a non-equilibrium geometry (the ωB97M-V functional and the def2-TZVPD basis).

The geometry in XYZ format:
```
69
Properties=species:S:1:pos:R:3:mulliken_spin:R:1
Ni -0.52 3.11 -3.81 0.967
Cl -0.36 0.30 -1.76 -0.002
O 0.40 0.94 -0.72 0.001
O -3.07 -3.88 2.43 0.145
O -2.64 4.05 1.48 0.000
O -0.43 -2.97 1.53 0.587
O -0.69 1.31 -2.76 0.013
O -1.58 -0.23 -1.24 0.005
O 0.50 -0.57 1.84 -0.006
O 0.40 -0.72 -2.43 0.001
O 3.35 -0.18 -2.39 0.000
O -2.49 3.34 -3.99 0.019
O 4.65 2.15 -0.99 0.000
C -0.02 -3.31 0.24 0.049
C -2.47 2.89 0.68 0.005
C 1.68 -1.19 3.85 0.001
C -3.22 -1.49 2.01 0.000
C 4.23 -1.06 -1.65 0.000
C 1.53 -3.26 0.17 0.116
C -3.90 -2.83 2.04 -0.002
C 0.80 -0.17 3.19 0.000
C -2.12 1.73 1.56 0.001
C 3.43 1.76 1.11 0.000
C -4.71 2.34 -4.14 0.002
C 4.38 -2.37 -2.38 0.000
C -3.61 2.83 -3.21 0.000
C 4.75 1.69 0.35 0.000
H 3.62 1.59 2.17 0.000
H -2.53 -1.43 1.15 0.016
H 4.99 -3.07 -1.82 0.000
H -0.42 -4.27 -0.06 -0.001
H 0.22 0.22 1.35 0.000
H -1.16 1.91 2.05 0.000
H -5.38 1.69 -3.57 0.000
H -2.88 1.59 2.34 0.000
H -3.93 -0.67 1.90 0.004
H 2.75 1.01 0.70 0.000
H -4.78 -2.75 2.69 0.027
H -2.14 -3.67 2.27 -0.003
H -4.32 -3.08 1.06 0.029
H 5.54 2.30 0.79 0.000
H -0.06 0.13 3.80 0.000
H -1.75 3.03 -0.13 -0.005
H -0.36 -2.52 -0.46 0.045
H -3.43 2.65 0.18 0.000
H -2.05 0.75 1.10 -0.001
H -4.29 1.75 -4.95 0.000
H -2.85 3.98 -4.62 0.000
H 4.19 1.49 -1.53 0.000
H 2.59 -1.31 3.26 0.000
H 1.37 0.76 3.09 0.000
H -3.97 3.64 -2.57 0.000
H 5.16 -0.50 -1.51 0.000
H 1.88 -2.26 0.42 0.001
H 2.95 2.74 1.02 0.000
H 3.84 -1.26 -0.64 0.000
H -5.34 3.15 -4.49 0.000
H -3.26 2.01 -2.60 -0.001
H 5.03 0.63 0.36 0.000
H -0.04 -2.04 1.70 -0.012
H 4.81 -2.20 -3.37 0.000
H 2.46 -0.38 -2.07 0.000
H 1.80 -3.53 -0.85 0.002
H -2.59 -1.25 2.87 -0.001
H 2.04 -0.84 4.82 0.000
H 1.20 -2.16 3.96 0.000
H -2.61 4.82 0.90 0.000
H 3.40 -2.83 -2.54 0.000
H 1.99 -4.04 0.79 -0.001
```

The value obtained for the HOMO-LUMO gap (spin up / spin down) is 8.219 / 3.358 eV. For the molar mass, the calculation gives 480.6 g mol⁻¹. The total energy comes out at -91268.1286 eV. The net charge is +1. As for the energy above the lowest of the compared OMol25 structures with the same formula, charge and spin: 2.808 eV. The spin multiplicity is 3.

Entry from the Open Molecules 2025 dataset: a structure of composition C14H42FO7Pb in a non-equilibrium geometry (the ωB97M-V functional and the def2-TZVPD basis).

The geometry in XYZ format:
```
65
Properties=species:S:1:pos:R:3:mulliken_charge:R:1
Pb 3.07 -2.15 -0.12 1.534
F -0.31 0.59 -0.37 -0.552
O 5.21 2.14 1.23 -0.510
O 3.44 -2.38 4.58 -0.547
O -4.45 -1.68 0.49 -0.514
O 0.91 -4.19 -4.16 -0.524
O 0.27 -5.62 1.73 -0.564
O 0.66 3.31 -4.47 -0.531
O -2.55 4.37 1.79 -0.522
C 1.55 4.47 -4.50 -0.263
C 0.83 5.83 -4.49 -0.796
C 3.48 -1.39 5.59 -0.197
C 0.21 -6.85 2.55 -0.235
C -6.22 -1.18 -1.01 -0.911
C 2.05 -0.58 5.58 -0.982
C 5.41 3.49 1.47 -0.203
C -3.26 5.44 1.31 -0.303
C -4.41 5.14 0.43 -0.827
C -0.48 -3.76 -6.16 -1.103
C -0.33 -3.69 -4.63 -0.211
C 0.96 -7.97 1.78 -0.936
C -5.82 -1.19 0.47 -0.260
C 4.09 4.17 1.72 -1.050
H -0.48 -2.63 -4.46 0.272
H -6.11 -2.15 -1.49 0.261
H -2.12 3.81 1.13 0.298
H -0.55 -5.13 1.83 0.313
H -5.28 4.90 1.03 0.239
H -1.46 -3.33 -6.38 0.322
H 0.37 -6.57 3.59 0.323
H 3.69 3.75 2.65 0.272
H 3.33 3.93 0.98 0.291
H 5.75 3.95 0.54 0.255
H -5.81 -0.33 -1.55 0.294
H 2.19 0.42 5.99 0.298
H -0.14 5.74 -4.01 0.260
H 0.48 -8.87 2.16 0.304
H 0.76 -7.90 0.71 0.273
H -7.28 -0.97 -1.15 0.330
H 1.45 6.49 -3.89 0.284
H 0.72 6.27 -5.48 0.255
H 4.27 5.25 1.77 0.335
H 4.31 -0.76 5.26 0.201
H 2.08 4.39 -5.45 0.224
H 0.35 -3.25 -6.65 0.304
H 3.77 -1.94 6.48 0.322
H 6.11 1.81 1.12 0.305
H 6.16 3.59 2.25 0.306
H 3.80 -3.21 4.91 0.311
H 1.32 -1.07 6.22 0.294
H -5.78 -0.18 0.88 0.236
H -0.85 -7.08 2.43 0.238
H -6.34 -1.86 1.16 0.268
H -3.91 -0.94 0.22 0.297
H -3.59 6.05 2.15 0.271
H -1.25 -4.09 -4.21 0.262
H 0.52 3.10 -3.55 0.299
H 2.26 4.33 -3.69 0.269
H -0.52 -4.80 -6.47 0.356
H -2.54 6.11 0.84 0.282
H 1.11 -4.99 -4.66 0.324
H -4.54 6.03 -0.19 0.291
H -4.13 4.31 -0.22 0.272
H 1.51 -0.53 4.63 0.305
H 2.05 -7.95 1.77 0.291
```

The value obtained for the HOMO-LUMO gap is 2.930 eV. For the molar mass, the calculation gives 548.7 g mol⁻¹. The total energy comes out at -37479.2363 eV. The net charge is +1. As for the energy above the lowest of the compared OMol25 structures with the same formula, charge and spin: 11.011 eV.

Entry from the Open Molecules 2025 dataset: a structure of composition C14H42N2O6 in a non-equilibrium geometry (the ωB97M-V functional and the def2-TZVPD basis).

The geometry in XYZ format:
```
64
Properties=species:S:1:pos:R:3:mulliken_charge:R:1
O 1.78 1.57 -0.21 -0.100
O 0.30 0.46 -1.03 -2.230
O -3.12 -0.68 -1.22 -0.514
O -1.04 -0.20 3.24 -0.510
O 0.56 2.18 1.06 -0.442
O 0.00 -3.02 -0.69 -0.513
N 0.40 -0.34 -3.21 -0.659
N -1.67 0.53 -0.43 -0.861
C 2.18 3.92 1.61 -1.324
C 1.11 -2.61 -3.51 -1.694
C 0.18 -1.71 -2.74 -0.099
C 0.27 -1.71 -1.17 0.714
C -1.84 -1.63 0.66 -1.869
C 0.49 -3.33 0.63 -0.731
C -0.96 0.45 1.96 0.910
C 1.89 -0.38 1.13 0.201
C 2.69 0.59 0.25 -0.389
C -1.81 0.88 -2.52 -0.530
C -1.95 -0.13 0.89 0.088
C -0.30 0.47 4.24 -0.713
C 1.33 2.74 2.11 -0.160
C -3.14 0.58 -1.82 -1.341
H 3.11 4.01 2.16 0.353
H -4.00 0.72 -2.47 0.565
H -1.24 1.50 2.08 0.620
H -2.54 -1.86 -0.15 0.306
H 2.13 -2.22 -3.52 0.367
H -0.92 0.97 -1.90 -0.199
H 1.05 1.48 0.63 0.523
H -0.52 0.39 -0.53 1.360
H 0.44 -4.40 0.79 0.418
H 1.40 -0.20 -3.23 0.413
H -0.27 -0.10 5.17 0.301
H 2.29 3.82 0.53 0.227
H -0.83 -1.93 0.39 0.512
H 1.15 -0.98 0.60 0.367
H 0.08 0.28 -2.48 -0.080
H 0.76 -2.80 -4.53 0.411
H 1.98 1.92 2.41 0.141
H 0.73 0.58 3.88 0.181
H -0.54 -1.12 -0.73 -0.741
H -1.97 1.72 -3.20 0.531
H 3.57 0.98 0.74 0.349
H -2.30 0.13 -1.11 1.732
H -4.06 -0.78 -1.05 0.443
H 1.19 -3.54 -2.94 0.322
H 3.19 0.07 -0.58 0.495
H 0.92 0.85 -0.41 -1.358
H -2.99 0.14 1.09 0.556
H 2.48 -1.20 1.54 0.846
H -0.71 1.45 4.50 0.283
H -0.17 -2.93 1.40 0.355
H -0.82 -2.00 -3.07 0.403
H 1.48 0.05 2.04 -0.437
H -1.55 0.03 -3.16 0.360
H -3.27 1.24 -0.96 0.394
H 1.27 -1.38 -0.89 0.428
H 1.62 4.84 1.76 0.388
H 1.49 -3.08 0.96 0.279
H -1.92 1.49 -0.22 0.547
H 2.25 2.13 -0.83 0.650
H 0.06 0.42 1.58 -1.803
H 0.74 2.99 2.99 0.477
H -2.11 -2.27 1.50 0.477
```

The value obtained for the HOMO-LUMO gap is 7.615 eV. For the molar mass, the calculation gives 334.5 g mol⁻¹. The total energy comes out at -30439.5011 eV. As for the energy above the lowest of the compared OMol25 structures with the same formula, charge and spin: 22.853 eV.

What is the molar mass in the sixth record? 334.5 g mol⁻¹

Among the records above, which one has the lowest molar mass? C14H42N2O6

Look up the molar mass of the fifth one. 548.7 g mol⁻¹